Record 1
{"formula": "C57H44Cl2N7O4S2SbZr", "method": "ωB97M-V/def2-TZVPD", "species": ["Zr", "Cl", "C", "C", "C", "N", "C", "O", "C", "C", "C", "C", "C", "N", "C", "C", "C", "Cl", "N", "C", "O", "C", "C", "C", "C", "C", "N", "H", "H", "H", "H", "H", "H", "H", "H", "H", "H", "C", "C", "C", "N", "C", "C", "H", "H", "H", "H", "H", "C", "C", "C", "C", "C", "C", "N", "C", "C", "C", "C", "C", "C", "C", "O", "O", "C", "C", "H", "H", "H", "H", "H", "H", "H", "H", "H", "H", "H", "H", "H", "H", "S", "C", "N", "S", "Sb", "C", "C", "C", "C", "C", "C", "C", "C", "C", "C", "C", "C", "C", "C", "C", "C", "C", "C", "H", "H", "H", "H", "H", "H", "H", "H", "H", "H", "H", "H", "H", "H", "H"], "positions_angstrom": [[1.290333, -1.403776, -1.105829], [-2.286653, -2.247760, -6.872921], [-1.261475, -2.582911, -5.526732], [-0.482715, -1.559677, -5.000293], [0.300219, -1.805826, -3.880606], [1.118713, -0.907855, -3.205480], [1.587879, 0.219372, -3.742607], [1.414178, 0.702456, -4.855233], [2.501364, 0.924511, -2.754931], [2.968258, 2.197674, -3.079882], [3.796197, 2.856201, -2.193018], [4.141438, 2.213547, -1.007597], [3.640135, 0.943653, -0.767684], [2.837680, 0.298220, -1.615950], [0.345552, -3.121425, -3.329393], [-0.416917, -4.142292, -3.886057], [-1.238092, -3.855432, -4.968092], [-2.233036, -5.102237, -5.622235], [1.251802, -3.208898, -2.291037], [1.664738, -4.317593, -1.678154], [1.266931, -5.474021, -1.784058], [2.871298, -3.981006, -0.820611], [3.552958, -5.004076, -0.168878], [4.737742, -4.716808, 0.481667], [5.223781, -3.418666, 0.416681], [4.466643, -2.458002, -0.238434], [3.301528, -2.706812, -0.830321], [-0.489999, -0.584788, -5.459330], [2.661808, 2.614078, -4.028372], [4.171726, 3.843844, -2.417294], [4.799117, 2.680795, -0.289208], [3.868545, 0.428525, 0.160966], [-0.369014, -5.145698, -3.490287], [3.131476, -5.997268, -0.196303], [5.279746, -5.488750, 1.008290], [6.161966, -3.151906, 0.882369], [4.839654, -1.444279, -0.326279], [2.891382, -1.776598, 4.834458], [3.816022, -1.098777, 4.055883], [3.792395, -1.299936, 2.686393], [2.954424, -2.118308, 2.066882], [2.092285, -2.785631, 2.822221], [2.019708, -2.648472, 4.201993], [2.858259, -1.627975, 5.905196], [4.537913, -0.422215, 4.489560], [4.511394, -0.791003, 2.057810], [1.428563, -3.451217, 2.289379], [1.296137, -3.218012, 4.764049], [-6.489238, 1.099828, -0.072259], [-5.659346, 0.405927, 0.969122], [-5.914528, 0.640459, 2.314349], [-5.157302, 0.038154, 3.302702], [-4.146458, -0.831042, 2.949101], [-3.899590, -1.096762, 1.607623], [-2.860937, -1.978310, 1.280902], [-2.959336, -3.094333, 0.500642], [-4.159667, -3.790606, 0.335317], [-4.181637, -4.971780, -0.380115], [-3.011748, -5.524951, -0.881051], [-1.813338, -4.852185, -0.723424], [-1.794280, -3.624702, -0.075864], [-0.616085, -2.743117, -0.208764], [0.515702, -2.964959, 0.289132], [-0.749601, -1.703983, -0.933247], [-4.630555, -0.461593, 0.599077], [-4.284335, -0.719622, -0.835671], [-7.274461, 1.688834, 0.397539], [-6.947186, 0.376100, -0.746004], [-5.876644, 1.773677, -0.672693], [-6.722367, 1.305594, 2.587193], [-5.362848, 0.243529, 4.342629], [-3.548692, -1.324223, 3.700818], [-1.941338, -1.722456, 1.616405], [-5.064395, -3.390339, 0.770268], [-5.122283, -5.475625, -0.545655], [-3.035520, -6.462788, -1.413183], [-0.894662, -5.257215, -1.119486], [-4.795957, -1.615157, -1.191406], [-3.212130, -0.885514, -0.945920], [-4.572459, 0.110422, -1.474103], [-0.532060, -0.226601, 2.725992], [0.536552, -0.323332, 1.562546], [1.390836, -0.287599, 0.741791], [-0.208781, 1.105357, -1.345620], [0.540317, 2.837858, -0.030391], [2.091135, 3.121055, 1.520319], [3.105508, 4.064211, 1.461424], [3.917182, 4.274647, 2.567542], [3.728578, 3.543757, 3.728105], [2.719173, 2.598383, 3.784343], [1.900100, 2.396782, 2.686046], [-1.142467, 3.350618, 1.207268], [-0.980619, 4.089645, 2.368316], [-2.083914, 4.364386, 3.157908], [-3.337816, 3.912312, 2.781522], [-3.496147, 3.184557, 1.614852], [-2.395448, 2.893683, 0.828301], [0.574590, 4.449708, -1.478425], [1.449704, 5.519954, -1.497678], [1.348109, 6.481744, -2.490413], [0.358497, 6.389702, -3.453058], [-0.524609, 5.324160, -3.430357], [-0.409790, 4.353362, -2.451862], [3.273504, 4.646734, 0.567610], [4.698120, 5.020921, 2.521196], [4.359565, 3.715192, 4.587896], [2.553558, 2.022462, 4.683434], [1.098651, 1.677232, 2.751001], [0.001677, 4.440152, 2.660528], [-1.961994, 4.931245, 4.068530], [-4.193674, 4.119054, 3.405047], [-4.474793, 2.835191, 1.326164], [-2.492982, 2.292528, -0.070252], [2.211233, 5.629595, -0.742580], [2.045733, 7.306339, -2.509431], [0.277397, 7.147770, -4.216666], [-1.296583, 5.246098, -4.181038], [-1.078806, 3.502912, -2.444578]], "forces_ev_per_angstrom": [[1.8, 1.4, -0.9], [-0.1, 0.2, -0.2], [0.0, -0.3, 0.2], [0.1, 0.1, 0.3], [-0.3, -1.1, -0.6], [-0.2, 0.0, 0.0], [0.3, 0.5, -0.2], [0.0, -0.2, 0.4], [0.5, 0.5, -0.5], [-0.1, -0.4, 0.0], [0.0, -0.2, 0.1], [0.0, -0.2, -0.2], [0.2, 0.1, 0.3], [-0.1, 0.5, -0.5], [-0.4, 0.3, -1.0], [0.2, 0.2, 0.2], [0.0, 0.3, -0.1], [-0.1, -0.3, 0.0], [-0.1, -0.3, 0.2], [0.2, -0.6, -0.2], [0.2, 0.3, 0.0], [0.4, -0.7, 0.1], [-0.3, 0.3, -0.1], [0.0, 0.3, -0.1], [-0.1, 0.0, -0.2], [0.4, 0.1, -0.1], [-0.2, -0.6, 0.2], [0.0, 0.0, 0.0], [-0.1, 0.0, 0.0], [0.0, 0.1, 0.0], [0.0, -0.1, 0.1], [-0.1, 0.1, -0.1], [0.0, 0.1, 0.0], [-0.1, 0.0, -0.1], [0.1, 0.0, 0.0], [0.0, 0.1, -0.1], [-0.1, 0.0, 0.1], [0.0, -0.1, -0.1], [-0.1, 0.1, -0.1], [0.2, 0.0, 0.2], [0.1, -0.2, 0.3], [-0.1, -0.2, 0.2], [0.1, 0.1, 0.1], [0.0, -0.1, 0.0], [0.0, 0.1, 0.0], [0.1, 0.2, -0.1], [-0.1, -0.1, 0.1], [-0.1, 0.0, 0.0], [0.0, 0.0, 0.0], [-0.1, 0.0, 0.1], [-0.1, 0.0, 0.0], [0.0, 0.1, 0.1], [0.0, 0.0, 0.0], [-0.2, 0.1, 0.1], [0.4, 0.2, 0.1], [0.0, -0.6, 0.0], [0.0, 0.1, 0.0], [0.1, 0.0, 0.0], [0.0, -0.1, -0.1], [0.0, 0.0, 0.2], [-0.2, 0.0, 0.0], [-0.8, -0.7, 0.6], [-0.1, -0.4, 0.3], [-0.8, 0.2, -0.2], [0.1, 0.0, 0.1], [0.0, 0.0, 0.0], [-0.1, 0.0, 0.0], [-0.1, 0.0, -0.1], [0.0, 0.0, -0.1], [-0.1, 0.1, 0.0], [0.0, 0.0, 0.1], [0.1, -0.1, 0.1], [-0.2, 0.0, 0.0], [-0.1, 0.0, 0.0], [-0.1, -0.1, 0.1], [0.0, -0.1, -0.1], [0.1, 0.0, -0.1], [0.0, 0.0, -0.2], [0.0, 0.0, -0.1], [0.0, 0.1, -0.1], [-0.7, 0.0, 0.7], [1.3, 0.4, -0.5], [-0.4, 0.0, 1.2], [0.0, 0.4, 0.2], [-0.4, 0.9, 0.3], [-0.6, -0.3, -0.7], [0.0, 0.1, -0.2], [0.1, 0.1, -0.1], [0.0, 0.0, 0.0], [0.0, 0.0, 0.0], [-0.2, -0.2, -0.1], [0.6, -0.2, -0.3], [0.1, 0.0, -0.1], [0.0, 0.1, 0.1], [0.0, 0.0, 0.0], [-0.1, 0.0, -0.1], [0.1, -0.1, -0.2], [0.1, -0.5, 0.5], [0.2, 0.1, 0.1], [0.1, 0.1, 0.0], [0.0, 0.0, 0.0], [0.0, 0.0, -0.1], [-0.1, -0.2, 0.1], [0.1, 0.0, 0.0], [0.0, 0.0, 0.0], [0.1, 0.0, 0.0], [0.0, -0.1, 0.0], [0.0, 0.0, 0.1], [0.0, 0.0, 0.1], [0.0, 0.1, 0.1], [-0.1, 0.0, 0.1], [-0.1, -0.1, 0.0], [-0.1, 0.0, 0.0], [0.1, 0.0, 0.0], [0.0, 0.1, 0.0], [0.0, 0.1, -0.1], [-0.1, 0.0, 0.0], [-0.1, 0.0, -0.1]], "lumo_energy_ev": -0.4260, "e_tot_ha": -4887.06819, "spin_multiplicity": 1, "homo_energy_ev": -7.27, "largest_force_ev_per_a": 2.46}

=====

Record 2
{"formula": "C3H7N", "method": "ωB97M-V/def2-TZVPD", "species": ["C", "C", "C", "N", "H", "H", "H", "H", "H", "H", "H"], "positions_angstrom": [[1.847148, -0.270036, 0.012174], [-1.432794, -0.226805, -0.388852], [-0.319834, 0.538041, 0.340185], [0.924197, 0.342562, -0.504759], [2.714738, -0.374680, -0.584694], [2.132566, -0.588047, 1.009169], [-1.862819, 0.386952, -1.227300], [-0.893054, -1.140371, -0.692498], [-2.274290, -0.281730, 0.231347], [-0.160100, 0.052319, 1.407983], [-0.675755, 1.561790, 0.397242]], "forces_ev_per_angstrom": [[6.9, -4.2, 1.2], [1.2, 1.0, -1.0], [-0.9, -0.7, -1.0], [-7.0, 4.0, 1.8], [1.2, -0.3, -0.9], [-0.8, 0.5, 0.5], [1.0, -0.8, 0.2], [-1.3, 0.0, -0.1], [-1.2, -1.0, 1.2], [0.2, 1.2, -2.3], [0.7, 0.4, 0.4]], "lumo_energy_ev": [1.2154, -2.3729], "e_tot_ha": -173.03252, "spin_multiplicity": 3, "s2": 2.006, "e_above_lowest_kj_mol": 44.8, "homo_energy_ev": [-5.11, -10.71], "largest_force_ev_per_a": 8.23}

=====

Record 3
{"formula": "C3H12N2O", "method": "ωB97M-V/def2-TZVPD", "species": ["N", "C", "C", "C", "N", "H", "H", "H", "H", "H", "H", "H", "H", "H", "H", "H", "H", "O"], "positions_angstrom": [[-0.172100, -1.197034, -0.112005], [-0.954782, -0.081238, -0.797601], [-2.415032, 0.051432, -0.380940], [-0.203641, 1.367322, -0.307772], [1.146967, 1.613034, -0.805044], [-0.161890, -1.243792, 0.816160], [-0.499616, -2.063290, -0.482080], [-0.732968, -0.157272, -2.004788], [-2.682677, -0.426389, 0.617740], [-2.690189, 1.024836, -0.129461], [-3.240507, -0.379298, -0.943726], [-0.165148, 1.471673, 0.904974], [-0.895153, 1.982046, -0.679242], [1.311265, 2.652365, -0.808605], [1.373084, 1.041964, -1.560584], [2.026604, -1.889547, 1.155907], [3.215607, -1.267693, 1.838005], [2.219781, -1.460339, 2.076615]], "forces_ev_per_angstrom": [[-0.5, 1.6, -6.5], [3.3, 0.4, 0.2], [-0.9, -1.9, 1.8], [1.9, -5.4, 3.0], [-3.8, 2.5, 1.5], [-0.3, 0.4, 4.9], [-0.1, -0.7, -0.2], [-0.8, 0.1, 3.1], [1.2, 0.1, -0.9], [-0.4, 2.0, -0.2], [0.6, 0.0, -1.0], [-0.2, -0.3, -2.7], [-2.2, 3.8, -1.3], [0.8, -1.4, -0.1], [1.5, -1.3, -1.6], [-0.1, 0.9, 2.5], [-2.6, -0.3, 1.3], [2.7, -0.5, -3.9]], "lumo_energy_ev": [-3.4433, -8.8060], "e_tot_ha": -305.83139, "spin_multiplicity": 2, "s2": 0.755, "total_charge": 1, "e_above_lowest_kj_mol": 265.9, "homo_energy_ev": [-14.09, -13.75], "largest_force_ev_per_a": 6.73}